(1)
Computed, not measured: a structure of composition C22H24N5NaSTe, with ωB97M-V with the def2-TZVPD basis set.

Results
**Highest occupied orbital energy**: -6.81 eV

Atoms and positions in Å:
Na -0.012316 0.054840 0.480619
C 2.325770 -0.357665 1.648383
C 1.761541 0.773835 2.271967
C 1.712131 1.816317 1.325131
C 2.241386 1.332306 0.113063
C 2.621852 -0.013572 0.309690
H 2.559709 -1.290074 2.145719
H 1.462673 0.840747 3.308451
H 1.359614 2.821554 1.510316
H 2.371770 1.900307 -0.799396
H 3.119908 -0.642290 -0.419964
C -1.779369 5.640270 -0.709006
C -0.704938 4.786865 -0.907324
C -0.822494 3.441238 -0.591725
C -2.026532 2.956441 -0.100639
C -3.109678 3.808274 0.102172
C -2.979130 5.150494 -0.199252
N -2.065193 1.559965 0.185192
N -3.206378 1.081398 0.247304
C -3.255943 -0.318685 0.539027
C -4.474028 -0.934981 0.298901
C -4.590159 -2.287962 0.567907
C -3.497711 -2.956817 1.092127
C -2.327003 -2.243458 1.310209
N -2.195507 -0.951502 1.028999
H -1.683018 6.692748 -0.942960
H 0.229557 5.167374 -1.297705
H 0.006608 2.758366 -0.723769
H -4.032292 3.409228 0.499236
H -3.811704 5.821959 -0.035130
H -5.289887 -0.346739 -0.095819
H -5.520387 -2.808121 0.381596
H -3.543787 -4.008819 1.337065
H -1.456102 -2.728929 1.737636
S -0.879465 -0.109333 -2.295126
C -0.102100 -1.535702 -2.666777
N 1.275942 -1.513776 -2.750178
C 2.026340 -2.575307 -3.085218
C 1.410608 -3.751538 -3.379124
C 0.004771 -3.752109 -3.256204
N -0.721456 -2.722250 -2.909906
H 1.706217 -0.637592 -2.478319
H 3.097381 -2.428773 -3.094573
H 1.964108 -4.632712 -3.660518
H -0.542505 -4.675205 -3.427930
C 3.326491 -3.651426 0.427369
Te 1.209159 -3.460963 0.448378
C 0.856350 -5.506417 -0.060848
H 3.642527 -4.343906 1.202967
H 3.746027 -2.667152 0.622704
H 3.649807 -4.007844 -0.548777
H 1.349863 -5.748757 -1.000339
H -0.218239 -5.640325 -0.174541
H 1.216215 -6.158825 0.730639

Atoms 1-6, force components in eV/Å:
Na -0.1 0.1 0.0
C 0.0 0.0 0.0
C 0.0 0.0 0.0
C 0.0 0.0 0.0
C 0.1 0.0 -0.1
C 0.0 0.0 -0.1

***

(2)
Computed, not measured: a structure of composition C22H24N5O3V at a distorted geometry, with ωB97M-V with the def2-TZVPD basis set.

Results
**Highest occupied orbital energy**: -21.08 eV
**Net charge**: +4

Atoms and positions in Å:
V -0.210392 0.987668 -0.431158
C -4.516400 0.764220 0.087468
C -4.869246 0.043925 -1.046915
C -3.887442 -0.246144 -1.992938
C -2.592340 0.159569 -1.776334
N -2.226618 0.811272 -0.618909
C -3.202049 1.127641 0.267627
C -1.518009 0.038690 -2.776604
C -1.645619 -0.439997 -4.060254
C -0.566388 -0.317642 -4.934726
C 0.608243 0.298878 -4.512147
C 0.690269 0.749055 -3.213046
N -0.347860 0.589725 -2.360919
H -5.253854 1.055967 0.823498
H -5.895629 -0.262581 -1.211098
H -4.148571 -0.761484 -2.906831
H -2.925437 1.715559 1.127836
H -2.574254 -0.873779 -4.404379
H -0.655339 -0.674977 -5.954131
H 1.444322 0.441709 -5.184039
H 1.574350 1.244564 -2.834032
O 1.781703 4.407825 0.050146
C 1.032850 3.662774 0.437735
O 0.659749 2.303161 -0.705461
C 0.222964 3.193011 1.557358
C 0.217874 3.969138 2.694291
C -0.430651 3.445030 3.822912
C -0.986525 2.183912 3.752626
C -0.944968 1.477989 2.550251
N -0.370658 1.978723 1.448447
H 0.712102 4.933717 2.720628
H -0.464591 4.025095 4.738311
H -1.462681 1.729624 4.612812
H -1.386993 0.493566 2.466753
C -0.478083 -2.793280 0.672428
N 0.941386 -2.496487 0.889505
C 1.752489 -3.645211 1.353797
C 3.073673 -3.169425 1.917457
C 3.746498 -2.240571 0.928223
N 2.816287 -1.153023 0.549989
C 3.417884 0.099430 0.077214
C 1.516220 -1.365911 0.523506
O 0.719742 -0.367197 0.103120
H -0.858153 -3.332398 1.537416
H -0.594235 -3.434315 -0.203440
H -1.068080 -1.891832 0.534077
H 1.893417 -4.325238 0.510179
H 1.166740 -4.167101 2.108605
H 3.716672 -4.025053 2.116270
H 2.919898 -2.656663 2.868892
H 4.057430 -2.765134 0.021817
H 4.627277 -1.773181 1.362859
H 4.341780 0.266550 0.624968
H 2.761343 0.946835 0.251492
H 3.667902 0.033803 -0.983154

Atoms 1-6, force components in eV/Å:
V 1.1 0.5 -0.1
C -0.1 0.0 -0.1
C 0.0 0.0 0.0
C -0.1 0.0 0.0
C 0.0 0.0 0.1
N 0.0 -0.1 -0.4

***

(3)
Computed, not measured: a structure of composition C22H24N6ORhS3 at a distorted geometry, with ωB97M-V with the def2-TZVPD basis set.

Results
**2S+1**: 5
**Highest occupied orbital energy (spin up / spin down)**: -10.02 / -11.23 eV
**Net charge**: +1

Atoms and positions in Å:
Rh 0.374777 1.023398 0.631698
S 0.182477 0.561998 2.860198
C -1.009523 -0.735102 2.694598
N -1.491823 -1.268802 3.799298
N -2.055623 -2.469102 3.805898
C -1.613923 -3.586302 3.142898
C -0.348323 -3.609702 2.539198
C 0.090177 -4.740102 1.887998
C -0.716423 -5.865502 1.816698
C -1.965423 -5.857302 2.424798
C -2.415223 -4.737302 3.094298
N -1.420223 -1.055502 1.486898
N -0.891223 -0.438702 0.468898
C -1.159323 -0.871402 -0.796002
C -0.725323 -0.091302 -1.886902
C -0.988223 -0.506902 -3.171402
C -1.679323 -1.690802 -3.398402
C -2.096023 -2.473302 -2.326902
C -1.845323 -2.076302 -1.031002
H -2.794123 -2.580602 4.494998
H 0.299877 -2.753702 2.631998
H 1.074377 -4.750902 1.448598
H -0.366323 -6.750502 1.309098
H -2.586723 -6.737302 2.375898
H -3.385523 -4.738202 3.568798
H -0.191723 0.842198 -1.699502
H -0.655323 0.087198 -4.006702
H -1.887123 -2.004902 -4.407702
H -2.609823 -3.404202 -2.511802
H -2.152723 -2.669902 -0.182302
O -1.112823 2.666198 0.059498
S -2.540323 3.075298 -0.177802
C -2.844023 4.377598 1.092198
C -3.293323 5.617598 0.339998
C -2.398223 5.700398 -0.890902
C -2.447223 4.325598 -1.536002
H -1.884123 4.520498 1.589998
H -3.575123 4.015198 1.811198
H -3.204023 6.506698 0.963498
H -4.337023 5.520298 0.034998
H -1.378123 5.939798 -0.587802
H -2.732023 6.471998 -1.584202
H -1.569023 4.094698 -2.132502
H -3.344923 4.192898 -2.138802
C 6.257277 -1.127602 -2.045802
C 5.763177 0.180398 -1.532502
C 6.586477 1.309398 -1.502802
C 6.035577 2.464698 -0.971802
N 4.790777 2.518498 -0.546902
C 4.056877 1.417898 -0.653702
S 2.378677 1.612998 -0.264102
N 4.508377 0.262998 -1.112902
H 7.282377 -1.034902 -2.393502
H 5.623977 -1.471602 -2.861002
H 6.210077 -1.877202 -1.258002
H 7.595877 1.283898 -1.874702
H 6.599777 3.384598 -0.889802

Atoms 1-6, force components in eV/Å:
Rh 0.8 0.6 1.5
S 0.2 0.1 -0.4
C 0.6 0.8 -1.3
N -0.2 -0.3 1.1
N -0.2 0.7 -0.1
C 0.6 -0.9 -0.5

***

What did the second record say?
Computed, not measured: a structure of composition C22H24N5O3V at a distorted geometry, with ωB97M-V with the def2-TZVPD basis set.

Results
**Highest occupied orbital energy**: -21.08 eV
**Net charge**: +4

Atoms and positions in Å:
V -0.210392 0.987668 -0.431158
C -4.516400 0.764220 0.087468
C -4.869246 0.043925 -1.046915
C -3.887442 -0.246144 -1.992938
C -2.592340 0.159569 -1.776334
N -2.226618 0.811272 -0.618909
C -3.202049 1.127641 0.267627
C -1.518009 0.038690 -2.776604
C -1.645619 -0.439997 -4.060254
C -0.566388 -0.317642 -4.934726
C 0.608243 0.298878 -4.512147
C 0.690269 0.749055 -3.213046
N -0.347860 0.589725 -2.360919
H -5.253854 1.055967 0.823498
H -5.895629 -0.262581 -1.211098
H -4.148571 -0.761484 -2.906831
H -2.925437 1.715559 1.127836
H -2.574254 -0.873779 -4.404379
H -0.655339 -0.674977 -5.954131
H 1.444322 0.441709 -5.184039
H 1.574350 1.244564 -2.834032
O 1.781703 4.407825 0.050146
C 1.032850 3.662774 0.437735
O 0.659749 2.303161 -0.705461
C 0.222964 3.193011 1.557358
C 0.217874 3.969138 2.694291
C -0.430651 3.445030 3.822912
C -0.986525 2.183912 3.752626
C -0.944968 1.477989 2.550251
N -0.370658 1.978723 1.448447
H 0.712102 4.933717 2.720628
H -0.464591 4.025095 4.738311
H -1.462681 1.729624 4.612812
H -1.386993 0.493566 2.466753
C -0.478083 -2.793280 0.672428
N 0.941386 -2.496487 0.889505
C 1.752489 -3.645211 1.353797
C 3.073673 -3.169425 1.917457
C 3.746498 -2.240571 0.928223
N 2.816287 -1.153023 0.549989
C 3.417884 0.099430 0.077214
C 1.516220 -1.365911 0.523506
O 0.719742 -0.367197 0.103120
H -0.858153 -3.332398 1.537416
H -0.594235 -3.434315 -0.203440
H -1.068080 -1.891832 0.534077
H 1.893417 -4.325238 0.510179
H 1.166740 -4.167101 2.108605
H 3.716672 -4.025053 2.116270
H 2.919898 -2.656663 2.868892
H 4.057430 -2.765134 0.021817
H 4.627277 -1.773181 1.362859
H 4.341780 0.266550 0.624968
H 2.761343 0.946835 0.251492
H 3.667902 0.033803 -0.983154

Atoms 1-6, force components in eV/Å:
V 1.1 0.5 -0.1
C -0.1 0.0 -0.1
C 0.0 0.0 0.0
C -0.1 0.0 0.0
C 0.0 0.0 0.1
N 0.0 -0.1 -0.4